Entry 1:
This record from OMol25 describes 4 unconnected molecules or ions with the total composition C22H40N4O2. The level of theory is the ωB97M-V functional and the def2-TZVPD basis.

Geometry as ORCA input:
```
! wB97M-V def2-TZVPD RIJCOSX def2/J DEFGRID3
* xyz 0 1
C 9.18 -1.84 -1.27
O 8.48 -1.34 -0.15
C 7.67 -0.20 -0.42
C 6.20 -0.50 -0.13
C 5.42 0.79 0.14
C 3.93 0.57 0.45
C 3.10 0.01 -0.70
C 2.59 1.10 -1.65
C 1.35 1.87 -1.16
C 0.17 1.02 -0.67
C -1.08 1.17 -1.55
C -2.18 0.15 -1.19
C -3.57 0.78 -1.14
C -4.68 -0.20 -0.78
C -4.66 -0.83 0.62
C -5.01 -2.32 0.35
N -5.66 -2.38 -0.99
C -4.92 -1.37 -1.71
O -4.52 -1.51 -2.84
H 9.78 -1.06 -1.75
H 8.50 -2.27 -2.01
H 9.85 -2.62 -0.91
H 7.79 0.11 -1.47
H 8.01 0.62 0.20
H 6.15 -1.15 0.74
H 5.78 -1.03 -0.99
H 5.88 1.25 1.02
H 5.54 1.50 -0.68
H 3.88 -0.14 1.29
H 3.49 1.50 0.81
H 2.29 -0.61 -0.30
H 3.72 -0.68 -1.28
H 2.42 0.70 -2.65
H 3.40 1.83 -1.76
H 0.99 2.48 -2.00
H 1.64 2.60 -0.39
H 0.41 -0.04 -0.63
H -0.11 1.33 0.34
H -0.77 0.99 -2.59
H -1.47 2.19 -1.49
H -1.95 -0.30 -0.22
H -2.19 -0.64 -1.94
H -3.81 1.24 -2.11
H -3.57 1.58 -0.39
H -5.63 0.35 -0.88
H -3.67 -0.72 1.06
H -5.39 -0.36 1.28
H -5.70 -2.76 1.07
H -4.08 -2.87 0.30
H -6.61 -2.04 -0.86
C -8.06 -2.07 4.42
C -6.71 -1.71 4.01
N -5.65 -1.42 3.69
H -8.60 -1.19 4.76
H -8.60 -2.52 3.59
H -8.02 -2.79 5.24
C 2.47 -2.08 4.00
C 1.75 -1.92 2.74
N 1.19 -1.80 1.74
H 3.39 -1.49 3.97
H 1.85 -1.73 4.82
H 2.72 -3.12 4.16
C -4.38 4.72 -2.51
C -3.29 4.51 -1.57
N -2.42 4.34 -0.84
H -4.75 3.76 -2.87
H -5.20 5.25 -2.02
H -4.03 5.31 -3.36
*
```

Values from the calculation:
- HOMO (eV) = -9.289
- LUMO energy (eV) = 0.4
- DFT total energy (a.u.) = -1231.7128
- gap between HOMO and LUMO (eV) = 9.7362

=====

Entry 2:
This record from OMol25 describes a single C22H40O7 molecule. The level of theory is the ωB97M-V functional and the def2-TZVPD basis.

Geometry as ORCA input:
```
! wB97M-V def2-TZVPD RIJCOSX def2/J DEFGRID3
* xyz 0 1
C 1.48 4.32 -0.67
C 2.23 3.34 0.23
C 3.66 3.10 -0.26
C 4.50 2.27 0.72
C 3.95 0.88 1.02
C 3.93 -0.06 -0.19
C 3.18 -1.35 0.14
C 3.13 -2.32 -1.05
C 1.97 -3.31 -0.91
C 0.64 -2.68 -1.31
C -0.58 -3.53 -0.98
C -0.85 -3.61 0.52
C -2.26 -4.12 0.86
C -3.43 -3.23 0.42
C -3.48 -1.84 1.06
C -2.74 -0.78 0.24
C -2.89 0.61 0.87
C -4.19 1.25 0.42
O -4.72 1.07 -0.65
O -4.69 2.07 1.34
C -1.70 1.58 0.54
O -1.92 2.85 1.11
C -1.42 1.68 -0.97
C -2.54 2.38 -1.68
O -3.08 3.38 -1.26
O -2.87 1.80 -2.82
C -0.46 1.00 1.27
O 0.13 0.03 0.87
O -0.12 1.66 2.35
H 0.46 4.48 -0.31
H 1.44 3.95 -1.69
H 1.99 5.28 -0.68
H 1.69 2.38 0.24
H 2.25 3.72 1.25
H 3.64 2.62 -1.24
H 4.15 4.07 -0.38
H 4.58 2.82 1.66
H 5.51 2.17 0.30
H 4.56 0.43 1.80
H 2.93 0.97 1.42
H 4.95 -0.28 -0.50
H 3.42 0.43 -1.02
H 3.66 -1.85 0.99
H 2.17 -1.09 0.44
H 3.00 -1.75 -1.97
H 4.08 -2.85 -1.12
H 2.16 -4.18 -1.55
H 1.93 -3.66 0.12
H 0.55 -1.71 -0.81
H 0.66 -2.49 -2.39
H -0.46 -4.53 -1.39
H -1.44 -3.08 -1.48
H -0.69 -2.63 0.98
H -0.14 -4.30 0.98
H -2.39 -5.10 0.40
H -2.32 -4.25 1.94
H -3.44 -3.13 -0.67
H -4.35 -3.77 0.69
H -3.05 -1.89 2.06
H -4.52 -1.53 1.16
H -3.17 -0.75 -0.77
H -1.69 -1.04 0.16
H -2.93 0.54 1.96
H -5.49 2.51 1.02
H -2.47 3.37 0.50
H -0.51 2.28 -1.10
H -1.25 0.69 -1.40
H -3.63 2.23 -3.24
H -0.69 2.45 2.44
*
```

Values from the calculation:
- HOMO (eV) = -10.275
- LUMO energy (eV) = 0.5
- DFT total energy (a.u.) = -1389.0586
- gap between HOMO and LUMO (eV) = 10.7881

=====

Entry 3:
This record from OMol25 describes a molecular structure, C22H41AlCaCl3IO19P at a distorted geometry. The level of theory is the ωB97M-V functional and the def2-TZVPD basis.

Geometry as ORCA input:
```
! wB97M-V def2-TZVPD RIJCOSX def2/J DEFGRID3
* xyz 1 1
O 1.10 3.02 2.62
C 1.51 4.14 2.02
O 2.39 5.16 2.69
C 1.09 4.52 0.45
C 0.44 3.25 -0.37
O -0.91 2.84 0.15
C -1.64 2.58 -1.10
O -2.39 1.54 -1.50
O -1.34 3.77 -1.92
C 0.14 3.81 -1.88
C 0.61 2.94 -3.20
C 2.07 2.21 -3.06
C 1.85 0.59 -2.74
O 3.15 0.08 -2.24
P 0.50 5.63 -2.34
O -0.42 6.09 -3.78
I 2.89 5.93 -3.00
H 2.32 5.99 2.13
H 0.36 5.45 0.54
H 2.12 4.85 -0.07
H 1.03 2.24 -0.26
H -0.17 2.11 -3.45
H 0.71 3.73 -4.09
H 2.82 2.74 -2.33
H 2.56 2.25 -4.15
H 1.62 -0.01 -3.74
H 0.96 0.39 -2.00
H 3.73 -0.23 -3.02
H -0.06 6.99 -4.03
Al 3.70 4.13 -1.11
C 4.26 -2.84 -0.84
C 3.80 -4.18 -0.37
O 3.29 -4.78 -1.54
C 3.89 -4.16 -2.60
O 3.81 -4.54 -3.75
O 4.60 -3.06 -2.19
H 5.12 -2.47 -0.27
H 3.46 -2.08 -0.79
H 4.62 -4.79 0.01
H 3.02 -4.11 0.40
C -3.26 2.47 1.90
C -4.19 1.49 2.59
O -5.12 2.17 3.44
C -6.13 2.81 2.81
O -6.32 2.86 1.61
O -6.90 3.42 3.76
C -7.94 4.23 3.22
H -2.75 3.10 2.65
H -2.50 1.95 1.32
H -3.80 3.15 1.23
H -3.61 0.82 3.22
H -4.72 0.86 1.86
H -8.57 3.66 2.53
H -7.51 5.11 2.72
H -8.56 4.58 4.05
C 6.64 2.18 1.56
O 7.56 2.80 2.06
O 5.85 2.63 0.73
O 6.35 1.00 1.81
C -5.24 6.19 5.47
O -5.88 6.01 4.22
H -5.66 7.07 5.96
H -5.40 5.31 6.10
H -4.16 6.34 5.31
H -5.48 5.22 3.81
C 7.56 -3.63 -3.96
Cl 7.96 -1.93 -4.22
Cl 9.01 -4.58 -3.61
H 6.88 -3.71 -3.11
H 7.08 -4.03 -4.86
C -0.40 -5.75 -1.84
O 0.45 -4.68 -1.49
H -1.29 -5.72 -1.21
H -0.70 -5.66 -2.89
H 0.12 -6.70 -1.68
H 1.23 -4.73 -2.07
C -1.98 -10.04 0.76
C -2.41 -8.58 0.57
C -3.79 -8.55 -0.11
O -1.54 -8.01 -0.25
H -1.91 -10.59 -0.19
H -1.00 -10.11 1.26
H -2.70 -10.58 1.39
H -2.56 -8.18 1.58
H -3.79 -9.04 -1.10
H -4.14 -7.52 -0.26
H -4.53 -9.06 0.50
Cl 7.09 -0.10 3.50
Ca 0.04 2.29 4.09
*
```

Values from the calculation:
- HOMO (eV) = -7.814
- LUMO energy (eV) = -6.6
- DFT total energy (a.u.) = -5231.2089
- gap between HOMO and LUMO (eV) = 1.2076

=====

Entry 4:
This record from OMol25 describes a molecular structure, C22H41BIrN7P at a distorted geometry. The level of theory is the ωB97M-V functional and the def2-TZVPD basis.

Geometry as ORCA input:
```
! wB97M-V def2-TZVPD RIJCOSX def2/J DEFGRID3
* xyz 2 6
H -2.64 -1.68 0.84
N -0.63 -1.87 0.25
B 1.74 -2.79 -0.34
N 0.21 -2.92 0.02
C -0.47 -4.08 0.24
Ir 0.00 0.00 0.00
H 0.03 -5.03 0.12
C -1.77 -3.77 0.62
H -2.58 -4.46 0.87
C -1.83 -2.36 0.61
H 2.12 -3.90 -0.63
C 1.00 3.56 1.25
H 0.53 4.55 1.37
H 1.32 3.56 0.12
H 1.96 3.49 1.77
N 2.55 -2.26 0.86
N 1.87 -1.85 -1.57
N 2.29 -1.07 1.46
N 1.24 -0.65 -1.63
C 3.56 -2.92 1.50
C 2.61 -2.04 -2.69
H 3.90 -3.89 1.14
H 3.19 -2.96 -2.82
C 3.97 -2.14 2.57
C 2.46 -0.93 -3.51
C 3.14 -0.99 2.49
C 1.58 -0.08 -2.80
H 4.76 -2.36 3.29
H 2.90 -0.76 -4.49
H 3.13 -0.11 3.14
H 1.17 0.89 -3.08
H 0.32 2.77 1.62
C -4.14 3.31 2.06
C -3.07 2.25 1.73
C -1.86 2.61 2.58
C -3.50 0.88 2.31
P -2.76 2.22 -0.24
N -1.86 0.88 -0.57
C -4.45 1.79 -1.15
C -5.39 3.02 -1.27
C -4.22 1.21 -2.56
C -5.26 0.72 -0.40
C -1.77 3.55 -1.26
C -0.38 2.96 -1.54
C -2.25 3.93 -2.69
C -1.76 4.86 -0.47
H -4.28 3.41 3.16
H -5.13 3.02 1.68
H -3.85 4.31 1.66
H -2.13 2.67 3.66
H -1.13 1.78 2.54
H -1.47 3.61 2.35
H -4.45 0.46 1.97
H -2.71 0.13 2.13
H -3.64 0.95 3.42
H -4.97 3.84 -1.86
H -6.34 2.74 -1.77
H -5.66 3.46 -0.30
H -3.56 0.32 -2.52
H -5.19 0.89 -3.01
H -3.84 1.93 -3.27
H -4.65 -0.19 -0.21
H -5.69 1.14 0.53
H -6.16 0.41 -0.98
H -0.46 2.17 -2.32
H 0.34 3.72 -1.93
H -0.01 2.38 -0.70
H -3.23 4.40 -2.73
H -1.56 4.69 -3.13
H -2.18 3.09 -3.41
H -2.79 5.27 -0.41
H -1.41 4.73 0.55
H -1.11 5.63 -0.96
*
```

Values from the calculation:
- HOMO (spin up / spin down) (eV) = -14.038 / -14.019
- LUMO energy (spin up / spin down) (eV) = -6.2 / -9.3
- DFT total energy (a.u.) = -1715.9788
- gap between HOMO and LUMO (spin up / spin down) (eV) = 7.8881 / 4.6800

=====

Entry 5:
This record from OMol25 describes 5 unconnected molecules or ions with the total composition C22H41BN4O3 at a distorted geometry. The level of theory is the ωB97M-V functional and the def2-TZVPD basis.

Geometry as ORCA input:
```
! wB97M-V def2-TZVPD RIJCOSX def2/J DEFGRID3
* xyz 0 1
C 0.33 -3.67 2.66
C -0.95 -3.07 2.16
O -1.22 -1.94 2.40
O -1.72 -3.90 1.48
C -2.80 -3.28 0.75
C -2.32 -2.61 -0.53
C -3.53 -2.43 -1.48
C -4.00 -0.98 -1.68
C -4.02 -0.12 -0.41
C -3.17 1.17 -0.49
C -2.06 1.28 0.59
C -0.68 1.22 -0.09
B 0.55 1.15 0.88
C 2.02 1.24 0.30
C 2.27 0.65 -1.10
C 2.81 -0.80 -1.10
C 1.90 -1.79 -1.87
O 1.24 -2.69 -0.99
H 0.64 -3.11 3.53
H 1.09 -3.53 1.90
H 0.25 -4.73 2.86
H -3.46 -4.09 0.49
H -3.37 -2.59 1.37
H -1.55 -3.20 -1.00
H -1.89 -1.65 -0.25
H -4.34 -3.09 -1.19
H -3.20 -2.79 -2.45
H -5.02 -1.04 -2.06
H -3.42 -0.53 -2.48
H -5.05 0.20 -0.26
H -3.76 -0.69 0.47
H -3.80 2.05 -0.51
H -2.67 1.16 -1.45
H -2.14 2.26 1.04
H -2.18 0.51 1.34
H -0.57 2.10 -0.72
H -0.65 0.31 -0.70
H 0.44 1.06 2.07
H 2.28 2.30 0.25
H 2.75 0.79 0.98
H 1.39 0.68 -1.75
H 3.01 1.27 -1.58
H 3.76 -0.79 -1.60
H 2.90 -1.14 -0.07
H 2.53 -2.41 -2.48
H 1.20 -1.27 -2.52
H 0.73 -2.16 -0.37
C 2.89 4.77 2.12
C 1.54 4.77 1.58
N 0.47 4.77 1.15
H 3.54 5.45 1.58
H 2.89 5.08 3.17
H 3.33 3.78 2.07
C -8.53 -0.48 -3.06
C -7.37 0.36 -2.80
N -6.46 1.03 -2.60
H -9.44 -0.03 -2.67
H -8.66 -0.64 -4.13
H -8.41 -1.46 -2.59
C 5.44 2.78 5.08
C 5.52 3.76 4.01
N 5.57 4.53 3.16
H 5.11 1.82 4.70
H 6.42 2.64 5.54
H 4.75 3.10 5.85
C 7.10 -0.57 -2.92
C 6.24 0.48 -2.39
N 5.56 1.30 -1.96
H 6.51 -1.39 -3.33
H 7.73 -0.18 -3.72
H 7.75 -0.98 -2.15
*
```

Values from the calculation:
- HOMO (eV) = -9.475
- LUMO energy (eV) = 0.5
- DFT total energy (a.u.) = -1332.3849
- gap between HOMO and LUMO (eV) = 9.9743

=====

Entry 6:
This record from OMol25 describes 5 unconnected molecules or ions with the total composition C22H41BN7O8P at a distorted geometry. The level of theory is the ωB97M-V functional and the def2-TZVPD basis.

Geometry as ORCA input:
```
! wB97M-V def2-TZVPD RIJCOSX def2/J DEFGRID3
* xyz 2 1
N -3.52 2.22 7.09
P -4.61 1.83 5.79
O -5.42 3.26 5.51
N -3.64 1.49 4.27
C -4.19 1.77 3.04
C -3.51 1.57 1.76
C -2.15 0.99 1.77
C -1.30 0.69 0.53
C 0.17 0.47 0.61
C 0.94 0.15 -0.60
N 0.27 0.08 -1.80
O 0.99 -0.26 -2.92
B 0.87 -1.73 -2.95
O 1.73 -2.47 -2.12
O -0.08 -2.42 -3.72
C -1.09 0.27 -1.98
C -1.91 0.60 -0.82
C -1.57 0.69 3.12
C -2.36 0.94 4.32
H -3.23 1.38 7.60
H -2.71 2.69 6.67
H -6.39 3.06 5.49
H -5.24 2.18 3.03
H -3.96 1.82 0.77
H 0.75 0.51 1.56
H 2.05 -0.05 -0.60
H 1.19 -2.91 -1.43
H -0.78 -2.70 -3.09
H -1.51 0.18 -3.01
H -3.00 0.74 -0.98
H -0.55 0.24 3.15
H -1.89 0.69 5.30
C -10.35 2.13 7.01
C -8.87 2.38 6.91
O -8.35 2.80 5.88
N -8.11 2.12 8.00
C -8.54 1.62 9.30
H -10.82 2.39 6.06
H -10.55 1.08 7.23
H -10.78 2.77 7.79
H -7.13 2.30 7.86
H -8.26 2.36 10.06
H -8.02 0.69 9.50
H -9.61 1.46 9.34
C 6.16 -1.65 0.62
C 4.83 -1.99 0.02
O 3.76 -1.84 0.63
N 4.81 -2.47 -1.25
C 5.93 -2.71 -2.14
H 6.01 -1.28 1.64
H 6.79 -2.54 0.67
H 6.65 -0.87 0.04
H 3.88 -2.67 -1.58
H 5.79 -2.11 -3.04
H 5.93 -3.76 -2.41
H 6.88 -2.45 -1.68
C 6.28 2.29 -1.75
C 7.36 1.28 -2.05
O 7.72 0.45 -1.23
N 7.93 1.32 -3.28
C 7.65 2.22 -4.38
H 5.92 2.13 -0.73
H 6.68 3.30 -1.82
H 5.44 2.16 -2.44
H 8.65 0.62 -3.41
H 7.34 1.63 -5.24
H 8.56 2.76 -4.63
H 6.87 2.93 -4.13
C 1.03 -2.33 -6.82
C 1.23 -2.21 -8.32
O 1.55 -1.16 -8.84
N 1.02 -3.32 -9.07
C 0.64 -4.65 -8.64
H 1.23 -1.36 -6.36
H 0.01 -2.61 -6.60
H 1.73 -3.06 -6.41
H 1.17 -3.16 -10.06
H 1.41 -5.35 -8.94
H -0.30 -4.91 -9.13
H 0.51 -4.70 -7.56
*
```

Values from the calculation:
- HOMO (eV) = -12.285
- LUMO energy (eV) = -8.1
- DFT total energy (a.u.) = -2213.8569
- gap between HOMO and LUMO (eV) = 4.1722

=====

Which value of DFT total energy does entry 4 give?
-1715.9788 a.u.

=====

DFT total energy of number 5 (C22H41BN4O3)?
-1332.3849 a.u.